Formula: C4H13N2S2
Source: the OMol25 dataset
Level of theory: ωB97M-V/def2-TZVPD

Calculated values
net charge = +1
energy = -29003.2527 eV
LUMO = -3.55 eV
gap between HOMO and LUMO = 8.510 eV
HOMO energy = -12.1 eV
energy relative to the best compared isomer or geometry (same formula, charge and spin) = 60.2 kJ/mol

Last column: natural (NBO) charge in e.
Geometry (Å):
1 C 1.101 1.391 -1.759  -0.419
2 N 1.640 0.029 -1.628  -0.489
3 C 2.358 -0.470 -0.668  0.397
4 N 2.726 -1.761 -0.619  -0.728
5 H 0.024 1.272 -1.936  0.249
6 H 1.594 1.910 -2.619  0.237
7 H 1.286 1.927 -0.790  0.233
8 H 1.289 -0.649 -2.310  0.414
9 H 2.636 0.151 0.188  0.238
10 H 2.528 -2.313 -1.435  0.414
11 H 3.345 -2.112 0.096  0.444
12 C -1.854 -1.946 -0.697  -0.635
13 C -1.222 -1.165 0.482  -0.504
14 S -1.683 0.649 0.397  0.061
15 S -0.591 1.433 2.004  -0.138
16 H -1.621 -1.461 -1.672  0.201
17 H -2.992 -1.985 -0.554  0.240
18 H -1.488 -2.947 -0.706  0.226
19 H -0.096 -1.269 0.493  0.184
20 H -1.597 -1.492 1.474  0.230
21 H -1.382 0.920 2.949  0.147